No. 1
102
Properties=species:S:1:pos:R:3:forces:R:3:lowdin_charge:R:1 method="wB97M-V/def2-TZVPD" gap_ev=6.32 total_energy_ev=-133287.2543 charge=+1
Tl -0.9579 0.3033 -2.8656 0.0 0.1 -0.3 0.832
N -1.4542 0.6238 -0.3025 -0.1 0.0 -0.3 -0.353
S -1.3447 -0.4036 0.7150 0.3 -0.2 0.3 0.743
N -0.1356 -0.2306 1.8942 -0.2 0.0 0.0 -0.357
S 1.3448 -0.5908 1.8920 0.1 0.2 -0.2 0.892
N 2.3232 -0.3283 0.6951 -0.1 -0.1 0.0 -0.349
S 2.4747 0.9581 -0.2708 0.0 -0.2 0.3 0.840
N 1.5106 0.9212 -1.4282 0.0 0.0 -0.2 -0.576
C 4.1890 0.7422 -0.7403 -0.2 0.3 0.0 -0.285
C 4.3779 0.4102 -2.0707 -0.2 0.1 0.0 -0.048
C 5.6678 0.2856 -2.5617 0.1 0.0 0.1 -0.031
C 6.7493 0.4808 -1.7147 -0.1 0.0 -0.1 -0.046
C 6.5441 0.7654 -0.3699 0.0 0.0 0.1 -0.055
C 5.2598 0.8995 0.1298 0.0 -0.1 0.2 -0.083
C 2.2631 2.4370 0.7338 0.1 -0.2 -0.2 -0.321
C 0.9300 2.7798 0.9259 0.0 -0.1 0.0 -0.120
C 0.6306 3.8801 1.7107 0.0 0.0 0.0 -0.040
C 1.6535 4.6317 2.2721 0.0 0.0 0.0 -0.050
C 2.9790 4.2966 2.0376 0.0 0.0 0.0 -0.048
C 3.2968 3.1929 1.2598 0.1 0.0 0.0 -0.046
C 1.9977 0.2434 3.3298 -0.1 0.1 -0.1 -0.299
C 3.3703 0.1926 3.5293 0.0 -0.1 -0.1 -0.066
C 3.9173 0.8994 4.5854 0.0 0.0 0.0 -0.051
C 3.0951 1.6433 5.4226 -0.1 0.0 0.0 -0.049
C 1.7226 1.6711 5.2181 0.1 0.0 0.0 -0.047
C 1.1635 0.9681 4.1620 -0.2 0.0 -0.1 -0.053
C 1.6262 -2.3278 2.2002 0.0 0.1 -0.3 -0.298
C 0.8912 -2.9183 3.2181 -0.1 0.2 0.1 -0.059
C 1.0161 -4.2788 3.4323 0.0 0.0 0.0 -0.051
C 1.8676 -5.0323 2.6338 0.0 0.0 -0.1 -0.048
C 2.6170 -4.4231 1.6372 0.0 -0.1 0.1 -0.047
C 2.4976 -3.0607 1.4118 0.1 0.2 -0.1 -0.055
C -2.7385 -0.5180 1.8433 0.3 -0.1 0.0 -0.316
C -2.6112 -0.9401 3.1575 0.0 0.0 0.1 -0.079
C -3.7455 -1.0207 3.9506 0.0 0.0 0.0 -0.057
C -4.9869 -0.6854 3.4267 0.0 0.0 0.0 -0.055
C -5.1004 -0.2525 2.1118 0.0 0.0 0.1 -0.048
C -3.9699 -0.1650 1.3162 0.1 0.1 -0.2 -0.064
C -1.0894 -2.0940 0.1380 -0.1 0.2 0.2 -0.305
C -1.7979 -3.1659 0.6565 0.0 0.0 0.0 -0.051
C -1.5637 -4.4338 0.1420 0.0 0.0 0.0 -0.053
C -0.6484 -4.6119 -0.8857 0.0 -0.1 0.0 -0.055
C 0.0462 -3.5274 -1.4044 0.0 0.0 0.0 -0.047
C -0.1638 -2.2609 -0.8835 0.1 0.1 0.0 -0.136
H 3.5171 0.2339 -2.6977 0.0 0.0 -0.1 0.065
H 5.8169 0.0414 -3.6045 0.0 0.0 0.0 0.122
H 7.7568 0.4045 -2.1007 0.0 0.0 0.0 0.116
H 7.3907 0.8864 0.2925 0.0 0.0 0.0 0.114
H 5.1013 1.1051 1.1808 0.0 -0.1 0.0 0.095
H 0.1463 2.2088 0.4416 -0.1 0.0 0.1 0.058
H -0.4046 4.1534 1.8664 0.0 0.0 0.0 0.119
H 1.4173 5.5005 2.8724 0.0 0.0 0.0 0.114
H 3.7737 4.9058 2.4466 0.0 0.0 0.0 0.116
H 4.3306 2.9577 1.0525 -0.1 0.1 0.0 0.098
H 3.9932 -0.3895 2.8602 0.0 0.0 0.0 0.114
H 4.9854 0.8730 4.7534 0.0 0.0 0.0 0.116
H 3.5299 2.2086 6.2362 0.0 0.0 0.0 0.116
H 1.0857 2.2464 5.8761 0.0 0.0 0.0 0.116
H 0.1000 0.9890 3.9649 0.0 0.0 0.0 0.108
H 0.2346 -2.3183 3.8366 0.0 0.0 0.0 0.107
H 0.4505 -4.7545 4.2218 0.0 0.0 0.0 0.116
H 1.9472 -6.1003 2.7870 0.0 0.0 0.0 0.116
H 3.2949 -5.0075 1.0302 0.0 0.0 0.0 0.117
H 3.0593 -2.5624 0.6340 0.0 -0.1 0.0 0.110
H -1.6342 -1.1788 3.5529 -0.1 0.0 0.0 0.083
H -3.6600 -1.3454 4.9791 0.0 0.0 0.0 0.113
H -5.8671 -0.7538 4.0519 0.0 0.0 0.0 0.114
H -6.0663 0.0226 1.7107 0.0 0.0 0.0 0.114
H -4.0194 0.1919 0.2955 -0.1 0.0 0.0 0.078
H -2.5277 -3.0186 1.4411 0.0 0.0 0.0 0.110
H -2.1043 -5.2818 0.5412 0.0 0.0 0.0 0.114
H -0.4727 -5.6045 -1.2796 0.0 0.0 0.0 0.114
H 0.7504 -3.6622 -2.2151 0.0 0.0 0.0 0.123
H 0.3997 -1.4091 -1.2475 0.1 0.0 0.0 0.035
S 1.5209 4.5391 -3.7215 0.0 0.1 -0.4 0.622
C 1.8366 2.9033 -3.7597 0.0 0.1 0.1 -1.073
S 1.1496 2.5968 -2.1698 0.1 -0.3 0.2 0.713
C 2.3213 2.0573 -4.7399 -0.2 0.3 0.5 -0.341
C 2.8625 2.5790 -5.9447 0.1 0.1 -0.2 -0.230
N 3.3242 2.9712 -6.9233 0.0 0.0 0.0 0.163
C 2.1798 0.6593 -4.6186 -0.1 -0.5 0.0 -0.284
N 2.0242 -0.4803 -4.5000 0.0 0.1 0.1 0.154
I -3.6338 3.4441 -6.1855 -0.1 0.1 -0.1 0.075
I -5.7131 4.7455 -7.2258 0.1 -0.1 0.1 0.049
C -5.6613 -0.5006 -4.5767 0.1 0.1 0.0 -0.039
C -5.0542 -0.0705 -3.2455 -0.1 -0.2 0.2 -0.623
C -4.7005 -1.3106 -2.4157 0.0 0.1 -0.1 -0.039
C -6.0504 0.7981 -2.4761 0.1 0.0 -0.1 -0.044
N -3.7783 0.6259 -3.5457 0.0 -0.1 -0.1 -0.156
N -3.3789 1.7248 -2.7398 0.1 0.0 0.1 -0.056
H -6.5500 -1.1091 -4.4122 0.0 0.0 0.0 0.091
H -4.9418 -1.0888 -5.1497 0.0 0.0 0.0 0.091
H -5.9527 0.3677 -5.1720 0.0 0.0 0.0 0.085
H -5.5925 -1.8915 -2.1751 0.0 0.0 0.1 0.090
H -4.2053 -1.0221 -1.4836 0.0 0.0 0.0 0.053
H -4.0117 -1.9425 -2.9783 0.0 0.0 0.0 0.084
H -6.9675 0.2344 -2.3041 0.0 0.0 0.0 0.091
H -6.3097 1.6960 -3.0411 0.0 0.0 0.0 0.089
H -5.6593 1.0938 -1.5011 0.0 0.0 0.0 0.066
H -3.7720 0.9500 -4.5047 0.0 0.0 0.0 0.020
H -3.2994 1.4251 -1.7733 0.0 0.0 0.0 0.018
H -4.0268 2.5063 -2.7882 -0.1 0.0 0.0 0.072

=====

No. 2
95
Properties=species:S:1:pos:R:3:forces:R:3:lowdin_charge:R:1 method="wB97M-V/def2-TZVPD" gap_ev=6.64 total_energy_ev=-89449.7756 charge=+2
In -0.1097 0.3498 -0.0719 -0.2 -0.1 0.1 0.608
C 2.0256 1.0716 -2.6936 0.0 0.0 0.0 -0.021
O 1.8645 0.6382 -1.3378 0.0 0.0 -0.1 -0.208
C 3.0021 0.1602 -0.6852 0.0 0.0 0.0 -0.208
C 4.2067 -0.0690 -1.3198 0.0 0.0 0.0 -0.007
C 5.2762 -0.5510 -0.5737 0.0 0.0 0.0 -0.048
C 5.1376 -0.7966 0.7836 0.0 0.0 0.0 -0.053
C 3.9322 -0.5429 1.4175 0.0 0.0 0.0 0.005
C 2.8583 -0.0601 0.6843 0.1 0.0 0.0 -0.182
N 1.6041 0.2907 1.2307 -0.1 0.0 0.1 -0.036
N 1.5098 0.2512 2.5031 0.0 0.0 0.0 0.122
C 0.4325 0.6925 3.1791 0.0 0.1 0.0 -0.156
C -0.5722 1.5599 2.6350 0.1 0.0 0.0 -0.317
O -0.7335 1.7600 1.3679 0.1 0.1 -0.1 -0.184
C -1.4007 2.2968 3.5293 0.0 0.0 0.0 0.006
C -1.3244 2.1030 4.8669 0.0 0.0 0.0 0.021
C -0.4177 1.1668 5.4548 0.0 0.0 0.0 -0.167
C -0.3993 0.9580 6.8445 0.0 0.0 0.0 -0.013
C 0.4919 0.0756 7.4026 0.0 0.0 0.0 -0.055
C 1.3892 -0.6102 6.5775 0.0 0.0 0.0 -0.047
C 1.3828 -0.4217 5.2131 0.0 0.0 0.0 -0.028
C 0.4772 0.4692 4.6233 0.0 0.0 0.0 -0.099
H 2.7374 1.8952 -2.7385 0.0 0.0 0.0 0.122
H 1.0476 1.4046 -3.0247 0.0 0.0 0.0 0.067
H 2.3607 0.2484 -3.3216 0.0 0.0 0.0 0.093
H 4.3358 0.1236 -2.3747 0.0 0.0 0.0 0.118
H 6.2242 -0.7260 -1.0640 0.0 0.0 0.0 0.119
H 5.9767 -1.1681 1.3559 0.0 0.0 0.0 0.117
H 3.8185 -0.6912 2.4822 0.0 0.0 0.0 0.113
H -2.1044 2.9906 3.0896 0.0 0.0 0.0 0.131
H -1.9747 2.6656 5.5274 0.0 0.0 0.0 0.132
H -1.0929 1.5091 7.4679 0.0 0.0 0.0 0.122
H 0.5081 -0.0834 8.4722 0.0 0.0 0.0 0.115
H 2.0995 -1.2986 7.0179 0.0 0.0 0.0 0.114
H 2.0809 -0.9603 4.5900 0.0 0.0 0.0 0.097
C -2.6571 -3.5780 -0.0717 0.2 -0.2 0.0 -0.085
N -1.5823 -2.5707 0.0204 -0.3 0.6 -0.1 -0.483
P -1.3948 -1.5710 1.3910 -0.1 0.1 0.0 0.985
C -0.9623 -2.6424 2.7660 0.1 0.0 0.0 -0.335
C -1.9272 -3.2852 3.5438 0.0 0.0 0.0 -0.079
C -1.5343 -4.1574 4.5462 0.0 0.0 0.0 -0.045
C -0.1854 -4.3947 4.7736 0.0 0.0 0.0 -0.044
C 0.7779 -3.7560 4.0055 0.0 0.0 0.0 -0.061
C 0.3924 -2.8756 3.0078 0.0 0.0 0.0 -0.115
C -3.0105 -0.8475 1.7403 0.0 -0.1 0.1 -0.345
C -3.3322 -0.4209 3.0289 0.0 0.0 0.0 -0.092
C -4.5221 0.2531 3.2597 0.0 0.0 0.0 -0.049
C -5.3912 0.5141 2.2096 0.0 0.0 0.0 -0.048
C -5.0694 0.1050 0.9219 0.0 0.0 0.0 -0.053
C -3.8828 -0.5712 0.6869 0.0 0.0 0.0 -0.093
P -0.8542 -1.8794 -1.3454 0.6 -0.3 0.1 0.951
C -1.7605 -2.4206 -2.7959 -0.1 0.1 0.0 -0.357
C -1.4717 -3.6530 -3.3857 0.0 0.0 0.0 -0.068
C -2.2280 -4.0909 -4.4606 0.0 0.0 0.0 -0.040
C -3.2649 -3.3065 -4.9512 0.0 0.0 0.0 -0.038
C -3.5591 -2.0831 -4.3639 0.0 0.0 0.0 -0.051
C -2.8094 -1.6414 -3.2853 -0.1 0.0 0.0 -0.104
C 0.7819 -2.6389 -1.4904 -0.1 -0.2 -0.2 -0.375
C 1.5326 -2.3844 -2.6408 0.0 0.0 0.0 -0.112
C 2.7919 -2.9378 -2.7830 0.0 0.0 0.0 -0.059
C 3.3165 -3.7387 -1.7724 0.0 0.0 0.0 -0.049
C 2.5737 -3.9951 -0.6319 0.0 0.0 0.0 -0.045
C 1.2996 -3.4550 -0.4916 0.1 0.0 0.0 -0.072
H -3.0559 -3.7511 0.9257 0.0 0.0 0.0 0.082
H -2.2592 -4.5201 -0.4465 0.0 0.0 0.0 0.094
H -3.4680 -3.2495 -0.7209 0.0 0.0 0.0 0.082
H -2.9809 -3.1026 3.3748 0.0 0.0 0.0 0.109
H -2.2818 -4.6542 5.1500 0.0 0.0 0.0 0.118
H 0.1154 -5.0779 5.5570 0.0 0.0 0.0 0.118
H 1.8286 -3.9361 4.1927 0.0 0.0 0.0 0.117
H 1.1449 -2.3591 2.4220 0.0 0.0 0.0 0.089
H -2.6561 -0.6133 3.8546 0.0 0.0 0.0 0.111
H -4.7723 0.5712 4.2632 0.0 0.0 0.0 0.118
H -6.3230 1.0319 2.3948 0.0 0.0 0.0 0.117
H -5.7497 0.3028 0.1041 0.0 0.0 0.0 0.115
H -3.6506 -0.8998 -0.3203 0.0 0.0 0.0 0.083
H -0.6583 -4.2634 -3.0137 0.0 0.0 0.0 0.117
H -2.0073 -5.0455 -4.9190 0.0 0.0 0.0 0.120
H -3.8471 -3.6523 -5.7951 0.0 0.0 0.0 0.121
H -4.3709 -1.4777 -4.7444 0.0 0.0 0.0 0.117
H -3.0570 -0.6956 -2.8133 0.0 0.0 0.0 0.091
H 1.1169 -1.7796 -3.4411 0.0 0.0 0.0 0.114
H 3.3648 -2.7598 -3.6842 0.0 0.0 0.0 0.119
H 4.3007 -4.1734 -1.8862 0.0 0.0 0.0 0.119
H 2.9754 -4.6304 0.1466 0.0 0.0 0.0 0.117
H 0.7075 -3.6884 0.3834 0.0 0.0 0.0 0.088
C -1.5355 1.8619 -3.1634 0.0 0.0 0.0 -0.335
S -1.5385 2.1020 -1.3709 0.0 0.0 -0.1 0.838
C -0.6980 3.6905 -1.1831 0.0 0.0 0.0 -0.302
H -0.7388 2.4427 -3.6220 0.0 0.0 0.0 0.049
H -2.4924 2.1857 -3.5646 0.0 0.0 0.0 0.059
H -1.3903 0.8047 -3.3812 0.0 0.0 0.0 0.021
H -1.3849 4.4856 -1.4615 0.0 0.0 0.0 0.063
H 0.1962 3.7228 -1.8012 0.0 0.0 0.0 0.054
H -0.4393 3.7792 -0.1307 0.0 0.0 0.0 0.045